A structure of composition C5H9NO. Source: the Open Molecules 2025 dataset; level of theory: ωB97M-V with the def2-TZVPD basis set.

Positions of all 16 atoms, in Å:
C  -0.94184  0.55712  1.32831
C  -0.05356  0.08481  0.18420
C  -0.11875  1.10063  -0.96611
C  1.36874  -0.35680  0.55465
O  1.31192  -1.41050  -0.43868
C  -0.04849  -1.23879  -0.57710
N  -0.85527  -1.86248  -1.30748
H  -0.82917  -0.01548  2.25449
H  -0.64000  1.59053  1.55072
H  -2.00116  0.58617  1.05839
H  -1.17324  1.23803  -1.22993
H  0.31861  2.05875  -0.67502
H  0.38721  0.72939  -1.86264
H  1.43885  -0.82185  1.54443
H  2.19026  0.34754  0.40717
H  -0.35413  -2.58707  -1.82539

Computed properties:
Total energy: -8867.54663 eV
F_max: 0.0095 hartree/bohr
Kohn-Sham gap: 0.4005 Ha
Highest occupied orbital energy: -10.02 eV
ΔE to the lowest compared entry with this formula, charge and spin: 1.666 eV
Net charge: 0

How positive or negative is each atom? The Mulliken charges in e answer that:
1 C -1.48
2 C 1.57
3 C -1.59
4 C -0.57
5 O -0.41
6 C 0.02
7 N -0.68
8 H 0.37
9 H 0.37
10 H 0.37
11 H 0.37
12 H 0.43
13 H 0.38
14 H 0.29
15 H 0.27
16 H 0.28

---

A cluster of 2 separate species, C5H9NO in total in a non-equilibrium geometry. Source: the Open Molecules 2025 dataset; level of theory: ωB97M-V with the def2-TZVPD basis set.

Positions of all 16 atoms, in Å:
C  1.15814  -0.22324  1.44998
C  0.18340  -1.17794  0.81003
N  -1.19042  -1.16290  1.30839
C  -0.92307  -0.69909  -0.04826
C  -0.58131  1.86967  -1.83958
C  0.59417  1.35644  -1.57225
O  1.69695  1.05166  -1.35760
H  0.65661  0.71901  1.69409
H  1.56793  -0.64058  2.37498
H  1.98628  -0.00317  0.76971
H  0.59853  -2.14907  0.54044
H  -1.60387  -2.08866  1.29040
H  -1.22659  -1.30031  -0.90619
H  -1.07041  0.36720  -0.15593
H  -1.51331  1.33289  -1.93388
H  -0.33303  2.74808  -2.42432

Computed properties:
Total energy: -8866.02448 eV
F_max: 0.0202 hartree/bohr
Kohn-Sham gap: 0.3782 Ha
Highest occupied orbital energy: -9.40 eV
SMILES: C[C@@H]1CN1.C=C=O
ΔE to the lowest compared entry with this formula, charge and spin: 3.188 eV
Net charge: 0

How positive or negative is each atom? The Mulliken charges in e answer that:
1 C -1.31
2 C 0.28
3 N -0.64
4 C -0.60
5 C -1.07
6 C 0.85
7 O -0.38
8 H 0.30
9 H 0.36
10 H 0.29
11 H 0.39
12 H 0.24
13 H 0.27
14 H 0.41
15 H 0.30
16 H 0.30

---

A cluster of 2 separate species, C5H9NO in total in a non-equilibrium geometry. Source: the Open Molecules 2025 dataset; level of theory: ωB97M-V with the def2-TZVPD basis set.

Positions of all 16 atoms, in Å:
C  -1.51024  -0.06475  -0.99575
C  -0.97873  0.44617  0.11103
O  -0.20122  -2.31688  1.09608
C  0.49990  0.66584  0.37366
C  1.45142  0.04962  -0.65527
C  0.71478  2.11961  0.49547
N  0.85540  3.26509  0.57791
H  -0.90531  -0.37923  -1.84254
H  -2.58631  -0.17712  -1.09454
H  -0.77919  -1.85782  0.46965
H  -1.63214  0.75729  0.92611
H  -0.73714  -2.40547  1.89235
H  0.72828  0.21913  1.34981
H  2.48665  0.29684  -0.40514
H  1.24991  0.42058  -1.66451
H  1.34393  -1.03889  -0.63433

Computed properties:
Total energy: -8867.59627 eV
F_max: 0.0218 hartree/bohr
Kohn-Sham gap: 0.4177 Ha
Highest occupied orbital energy: -10.72 eV
SMILES: C=C[C@@H](C)C#N.O
ΔE to the lowest compared entry with this formula, charge and spin: 1.616 eV
Net charge: 0

How positive or negative is each atom? The Mulliken charges in e answer that:
1 C -0.59
2 C -0.72
3 O -0.65
4 C 1.14
5 C -1.54
6 C -0.08
7 N -0.43
8 H 0.24
9 H 0.27
10 H 0.36
11 H 0.32
12 H 0.31
13 H 0.25
14 H 0.40
15 H 0.39
16 H 0.33